Run one
The following is a quantum chemistry calculation of a cluster of 11 separate species, C66H55N11O22 in total, from the OMol25 dataset.

The geometry in XYZ format:
```
154
Properties=species:S:1:pos:R:3:mulliken_charge:R:1
H 0.160 -0.229 -5.417 0.56
C 0.437 0.208 -6.365 0.25
C 0.070 1.987 6.311 0.18
H -0.615 -2.135 0.270 0.50
O 6.187 -1.467 5.141 -0.60
H 1.762 -0.589 -9.358 0.39
N 1.696 -8.192 -5.169 0.93
C 4.164 -0.199 3.857 -0.15
O -0.609 -1.120 -3.512 -0.59
C -3.258 2.097 4.790 -0.37
H -0.573 1.132 -2.572 0.53
H 1.938 -2.916 -5.264 0.44
H 3.123 6.560 -3.322 0.54
C -0.273 1.274 8.972 -0.56
N -0.894 -1.524 -2.417 0.87
C -3.621 7.476 -0.670 -0.53
O 1.358 -8.701 -4.112 -0.57
H 0.490 -6.607 -3.556 0.46
H 3.995 3.659 4.126 0.45
C 1.751 -6.739 -5.229 0.01
C 0.644 -4.464 4.521 -0.86
H -2.950 1.763 5.772 0.60
O -1.304 -2.631 -2.152 -0.58
C -3.502 3.443 4.526 -0.97
H 3.844 3.234 -0.220 0.44
O 2.287 -0.781 -4.292 -0.64
C 2.448 1.411 -2.694 0.12
C 0.072 0.319 8.045 -0.54
C 1.112 -4.632 -4.286 -0.48
H -0.572 3.376 9.355 0.43
H 3.065 -6.789 -6.829 0.41
H -3.475 4.220 5.276 0.43
H -1.093 4.633 -1.718 0.60
C -0.173 5.093 -2.053 0.03
O -1.832 -8.217 5.463 -0.57
O -5.451 -7.814 -0.428 -0.61
H 2.694 6.443 -0.832 0.47
O 2.345 7.148 -5.380 -0.62
C -0.524 0.739 -1.564 -0.17
O -0.453 -7.551 6.984 -0.57
C -0.703 -0.613 -1.307 0.20
H -2.492 -3.899 3.292 0.57
H 0.562 5.267 -0.061 0.56
O 0.211 -0.038 4.512 -0.31
C 0.392 -5.580 5.266 -0.29
C -0.417 -3.854 3.823 0.09
H 1.187 -1.615 -7.219 0.60
C -1.180 -5.857 -0.609 -0.34
N -4.796 -6.796 -0.415 1.02
C 3.288 -0.033 -1.001 -0.51
O 0.582 -1.491 6.010 -0.59
H 5.881 2.423 5.142 0.39
H -3.111 7.953 0.157 0.41
C 5.194 1.881 4.506 -0.61
H 3.937 1.012 0.817 0.54
C -3.252 1.157 3.778 0.29
C -2.510 -5.870 -0.256 0.02
H -0.130 4.015 7.064 0.40
H -2.867 -6.094 4.472 0.42
N 2.412 -1.007 -3.113 1.20
C 2.765 0.132 -2.281 -0.50
H -0.709 -4.889 -0.526 0.30
H -4.340 9.202 -1.792 0.37
C -1.903 -5.603 4.485 -0.61
H 3.365 -1.061 -0.663 0.50
H -3.623 0.870 1.649 0.39
O -2.724 5.890 1.407 -0.67
H 1.386 1.841 -9.740 0.36
H -0.670 4.840 -4.112 0.49
C 1.012 -0.558 -7.359 -0.60
C 2.598 -6.124 -6.111 -0.33
H -4.511 5.538 -3.881 0.39
C -4.101 8.146 -1.762 -0.50
C -2.743 -8.188 -0.717 -0.19
H 2.824 3.472 -2.441 0.49
N -2.980 -0.249 4.083 1.21
H -0.383 0.979 10.008 0.39
C 0.824 5.369 -1.107 -0.38
C -4.253 6.109 -2.998 -0.56
C 1.350 0.035 -8.575 -0.53
C 1.212 5.904 -3.807 -0.10
C -0.343 2.628 8.610 -0.50
C -0.382 -0.237 1.079 -0.32
N 6.214 -0.265 5.256 1.04
C -3.681 1.509 2.523 -0.19
C 0.022 5.282 -3.403 -0.46
N -0.537 2.341 -5.583 1.14
N 0.278 -0.362 5.692 0.94
C 1.052 1.368 -8.827 -0.68
C 4.116 2.591 4.007 -0.74
N -2.846 5.317 0.343 1.00
H 0.310 3.209 -7.936 0.49
H -3.548 4.332 -2.024 0.47
C 1.074 -6.018 -4.248 -0.37
C 3.591 2.327 -0.753 -0.49
C 3.073 1.892 3.396 -0.09
H -0.270 -0.637 2.073 0.30
O -0.674 1.818 -4.492 -0.67
H -2.955 -4.962 0.141 0.47
H 0.096 -0.742 8.258 0.47
C -1.674 -4.411 3.777 -0.51
H -0.868 -9.214 -1.046 0.44
C -3.357 -6.960 -0.451 -0.30
O 0.709 5.893 -6.022 -0.58
H 1.619 -3.997 4.522 0.48
H -0.269 -2.800 3.607 0.15
H 2.300 0.119 2.723 0.62
H 0.101 1.713 1.602 0.60
H 0.059 2.372 5.302 0.52
O -0.951 3.446 -5.866 -0.64
H 0.435 -7.187 -1.106 0.46
C -0.628 -7.104 -0.905 -0.45
C 3.153 0.508 3.265 -0.60
O -5.232 -5.673 -0.353 -0.60
C 2.007 5.968 -1.519 -1.00
C 2.231 6.133 -2.885 -0.53
O 2.044 -8.838 -6.137 -0.60
O 7.008 0.393 5.893 -0.61
C 5.160 0.478 4.546 -0.23
O -2.761 -1.036 3.192 -0.61
H 2.227 2.377 2.926 0.58
C -1.373 -8.275 -0.882 -0.70
O -2.432 4.192 0.125 -0.32
C 2.669 -4.741 -6.155 -0.83
H -0.085 2.660 -0.800 0.52
C 1.865 -3.994 -5.284 0.06
C 3.679 1.027 -0.235 -0.33
C 2.979 2.503 -1.989 -0.79
C -3.767 5.383 -1.903 -0.11
N 1.449 6.351 -5.183 0.98
C 0.519 2.153 -7.816 -0.42
C -4.472 7.459 -2.923 -0.48
H 1.189 -6.118 5.761 0.40
O -3.034 -0.573 5.259 -0.67
C -0.253 1.629 -0.531 -0.47
H 4.121 -1.280 3.813 0.51
H -4.161 3.095 1.206 0.54
C -3.462 6.073 -0.734 0.19
H 1.938 1.650 -3.618 0.52
C -0.670 -1.087 0.003 -0.86
C -0.146 1.102 0.736 -0.45
H -3.394 -9.050 -0.800 0.46
C 0.174 1.551 -6.621 -0.24
H -4.809 7.961 -3.819 0.40
H 3.224 -4.244 -6.938 0.38
C -0.087 2.959 7.304 -0.74
H -4.043 4.840 2.975 0.50
H 0.638 -4.011 -3.539 0.50
C 0.164 0.684 6.703 -0.09
N -1.094 -7.410 5.962 0.92
O 2.377 -2.095 -2.585 -0.63
C -3.961 2.824 2.232 -0.63
C -3.805 3.814 3.223 -0.55
C -0.891 -6.136 5.259 0.37
```

SMILES string: O=[N+]([O-])c1ccccc1.O=[N+]([O-])c1ccccc1.O=[N+]([O-])c1ccccc1.O=[N+]([O-])c1ccccc1.O=[N+]([O-])c1ccccc1.O=[N+]([O-])c1ccccc1.O=[N+]([O-])c1ccccc1.O=[N+]([O-])c1ccccc1.O=[N+]([O-])c1ccccc1.O=[N+]([O-])c1ccccc1.O=[N+]([O-])c1ccccc1
HOMO-LUMO gap in Eh: 0.3003
E_LUMO in eV: -1.43

Run two
The following is a quantum chemistry calculation of a cluster of 11 separate species, C66H55N11O22 in total, from the OMol25 dataset.

The geometry in XYZ format:
```
154
Properties=species:S:1:pos:R:3:mulliken_charge:R:1
O -3.027 -14.180 4.383 -0.55
C -1.200 -2.303 -1.793 -0.57
H -5.741 -9.013 3.408 0.36
C -0.802 13.399 1.672 -0.27
C -2.131 13.742 1.484 0.09
H 10.071 -0.228 -5.124 0.36
O -3.734 15.456 1.425 -0.55
N -1.062 0.351 -12.523 0.96
O -0.956 1.351 -11.842 -0.59
C 11.632 -3.121 -5.823 -0.55
H 12.324 -1.226 -5.339 0.34
C -6.003 -10.620 4.778 -0.33
C -5.392 -9.986 3.721 -0.41
C 11.406 -1.776 -5.489 -0.24
H -5.943 3.951 9.666 0.35
O 1.945 -1.363 6.099 -0.53
H -2.521 9.139 -6.502 0.41
O -1.615 16.042 1.387 -0.56
H -2.022 -1.591 -16.510 0.34
H -2.923 -2.803 10.678 0.43
O -1.876 -6.227 9.163 -0.57
O 8.233 -5.509 -6.159 -0.57
N 2.344 -0.807 7.153 0.86
N -4.340 10.063 -8.375 0.92
C -0.859 8.830 -7.827 -0.38
H -4.127 12.791 1.116 0.37
H 0.911 3.414 5.936 0.36
C 6.742 6.208 -6.370 -0.41
H -3.017 10.268 -10.694 0.38
H -3.209 -12.338 2.732 0.42
C 6.121 5.693 -3.694 0.27
C -7.004 0.654 7.846 0.22
C -1.565 0.504 -13.886 0.30
C -2.668 11.318 1.415 -0.33
C -1.128 0.063 -2.551 -0.44
H -7.648 0.098 9.907 0.42
H -2.041 -2.536 0.238 0.35
C -6.006 2.855 7.752 -0.42
H -6.865 2.386 10.892 0.33
H 1.450 1.129 5.390 0.42
C 9.059 -2.134 -5.416 -0.14
O -7.904 -1.481 7.998 -0.59
C 1.270 2.228 9.148 -0.40
H -0.964 10.051 1.538 0.33
C 9.199 -3.510 -5.686 0.01
C -3.071 12.671 1.307 -0.29
H 0.628 11.984 2.098 0.35
C 7.227 6.501 -4.023 -0.41
H 6.972 6.375 -7.412 0.38
C -1.474 -0.711 -14.622 -0.30
N -2.515 15.213 1.408 0.92
C 0.923 3.115 8.146 -0.38
H -1.239 -1.665 -14.173 0.41
H -2.131 2.605 -13.780 0.44
H -6.148 -12.295 6.014 0.39
H -6.279 1.608 6.028 0.42
N -2.338 -5.219 9.512 0.96
C 3.797 -12.215 2.061 0.10
H -2.144 -0.245 0.739 0.41
C 10.514 -3.991 -5.845 -0.20
C 1.776 0.522 7.484 0.29
H -0.953 0.729 -3.383 0.43
N -4.063 -13.842 4.904 0.93
O 4.367 -14.510 2.329 -0.55
O -2.599 -4.353 8.663 -0.60
C 5.654 5.377 -6.022 -0.44
N 3.981 -13.459 2.876 0.89
H -2.700 0.459 -17.502 0.35
O -2.227 2.195 0.128 -0.56
C 3.420 -10.136 0.356 -0.13
H -0.966 -3.332 -2.020 0.37
C -1.892 -0.670 -15.961 -0.46
N -1.803 1.889 -0.992 0.91
C -2.858 -3.624 11.377 -0.19
O 6.920 -3.912 -5.480 -0.57
H -2.782 -4.204 14.739 0.36
H 8.066 -1.710 -5.379 0.40
H 0.557 8.508 -9.515 0.34
C 5.370 5.079 -4.656 -0.34
C -2.454 -5.947 11.931 -0.22
C -2.789 -4.385 13.674 -0.22
H 8.364 7.311 -5.584 0.33
H -3.483 10.643 1.197 0.36
H -2.932 -2.265 13.011 0.36
C -5.636 -11.935 5.134 -0.33
O 6.714 5.683 -1.320 -0.57
H -5.460 3.654 7.271 0.35
H -0.686 9.537 -11.148 0.36
C -4.398 -10.608 3.061 -0.36
C -2.053 1.708 -14.377 -0.47
H 1.185 2.537 10.179 0.36
H -2.415 -6.389 14.035 0.33
H 2.631 -8.994 1.854 0.36
H 0.604 4.088 8.490 0.36
C -1.324 11.052 1.727 -0.44
H -0.226 8.343 -7.100 0.36
H 12.606 -3.586 -5.882 0.36
C 1.014 2.739 6.773 -0.45
C -2.124 9.277 -7.497 -0.46
C -1.911 -0.526 -0.277 -0.37
H 4.602 4.343 -4.475 0.41
O 2.951 -1.357 8.049 -0.54
H 4.924 -13.063 0.563 0.39
C -2.588 -4.929 10.959 0.09
H -2.336 -6.961 11.580 0.39
C -2.413 0.480 -16.461 -0.36
C 4.403 -12.155 0.827 -0.20
H 7.797 6.950 -3.223 0.41
N -7.399 -0.618 7.231 0.96
N 5.923 5.311 -2.215 0.90
H -0.056 14.166 1.823 0.39
C 1.622 0.916 8.841 -0.37
C -6.320 3.105 9.109 -0.43
C -6.879 2.063 9.861 -0.30
H 1.919 0.189 9.583 0.40
C 3.075 -9.958 1.652 -0.66
C -6.447 1.695 7.092 -0.37
C -4.012 -11.910 3.314 -0.32
C -2.912 -3.308 12.734 -0.50
H 4.429 -11.198 -1.184 0.39
H 10.625 -5.037 -6.089 0.40
C -2.934 9.711 -8.563 0.31
C -1.119 9.528 -10.159 -0.43
C -0.431 12.070 1.902 -0.37
O -1.482 2.783 -1.814 -0.57
O -4.897 9.715 -7.352 -0.58
O -4.535 -14.437 5.893 -0.58
H -3.009 2.496 -16.166 0.35
O -7.359 -0.698 6.046 -0.57
H -0.462 -1.610 -3.704 0.35
C -7.197 0.822 9.243 -0.38
C 4.118 -11.207 -0.149 -0.57
C 1.422 1.418 6.430 -0.38
H 2.567 -11.109 3.385 0.38
H 3.376 -9.264 -0.279 0.30
H -6.790 -10.121 5.325 0.36
C -1.675 -1.903 -0.556 -0.30
C 7.467 6.777 -5.308 -0.35
O -4.901 10.795 -9.187 -0.56
C -0.362 8.936 -9.143 -0.36
C -2.672 -5.695 13.249 -0.61
O -0.749 -0.760 -12.050 -0.59
H -3.989 -10.259 2.124 0.31
N 8.018 -4.346 -5.812 0.93
C -2.466 1.677 -15.719 -0.38
C -0.888 -1.350 -2.746 -0.25
H 5.260 4.772 -6.825 0.36
C -2.452 9.884 -9.857 -0.33
O 3.626 -13.444 4.048 -0.56
C -1.642 0.436 -1.357 0.23
O 4.908 4.681 -1.912 -0.55
C 3.148 -11.066 2.476 -0.14
C 10.169 -1.289 -5.300 -0.54
C -4.607 -12.572 4.390 0.10
```

SMILES string: O=[N+]([O-])c1ccccc1.O=[N+]([O-])c1ccccc1.O=[N+]([O-])c1ccccc1.O=[N+]([O-])c1ccccc1.O=[N+]([O-])c1ccccc1.O=[N+]([O-])c1ccccc1.O=[N+]([O-])c1ccccc1.O=[N+]([O-])c1ccccc1.O=[N+]([O-])c1ccccc1.O=[N+]([O-])c1ccccc1.O=[N+]([O-])c1ccccc1
HOMO-LUMO gap in Eh: 0.3357
E_LUMO in eV: -0.77

The energetic minimum among the shown structures is run one; the next structure lies 113.8 kcal/mol above.